{"formula": "C51H115N9O9", "method": "ωB97M-V/def2-TZVPD", "lumo_ev": -0.04, "charge": 0, "multiplicity": 1, "gap_ev": 7.90, "smiles": "CC1(C)CCCC(C)(C)N1O.CC1(C)CCCC(C)(C)N1O.CC1(C)CCCC(C)(C)N1O.CC1(C)CCCC(C)(C)N1O.CC1(C)CCCC(C)(C)N1O.NC(N)=O.NC(N)=O.CCO.CCO", "homo_energy_ev": -7.9, "total_energy_ha": -3181.80889, "symbols": ["C", "C", "C", "C", "C", "C", "C", "C", "C", "N", "O", "H", "H", "H", "H", "H", "H", "H", "H", "H", "H", "H", "H", "H", "H", "H", "H", "H", "H", "H", "C", "C", "C", "C", "C", "C", "C", "C", "C", "N", "O", "H", "H", "H", "H", "H", "H", "H", "H", "H", "H", "H", "H", "H", "H", "H", "H", "H", "H", "H", "C", "C", "C", "C", "C", "C", "C", "C", "C", "N", "O", "H", "H", "H", "H", "H", "H", "H", "H", "H", "H", "H", "H", "H", "H", "H", "H", "H", "H", "H", "C", "C", "C", "C", "C", "C", "C", "C", "C", "N", "O", "H", "H", "H", "H", "H", "H", "H", "H", "H", "H", "H", "H", "H", "H", "H", "H", "H", "H", "H", "C", "C", "C", "C", "C", "C", "C", "C", "C", "N", "O", "H", "H", "H", "H", "H", "H", "H", "H", "H", "H", "H", "H", "H", "H", "H", "H", "H", "H", "H", "N", "C", "N", "O", "H", "H", "H", "H", "N", "C", "N", "O", "H", "H", "H", "H", "C", "C", "O", "H", "H", "H", "H", "H", "H", "C", "C", "O", "H", "H", "H", "H", "H", "H"], "coordinates": [[-1.440178, -5.221508, -1.694292], [-0.141868, -4.368828, -1.378102], [-0.412248, -2.842278, -1.684902], [0.109132, -4.465238, 0.115998], [1.455002, -3.897578, 0.607168], [2.624442, -4.654818, -0.099592], [2.424292, -4.571798, -1.658392], [3.027502, -3.241658, -2.139342], [3.311782, -5.616208, -2.338292], [0.994222, -4.896048, -2.081852], [0.855352, -5.003408, -3.451592], [-1.741418, -5.158978, -2.739962], [-1.344248, -6.265048, -1.394402], [-2.297968, -4.907098, -1.099782], [0.567262, -2.398798, -1.863752], [-0.859018, -2.689118, -2.667262], [-1.003808, -2.350938, -0.912422], [-0.673728, -3.957418, 0.679338], [0.142202, -5.508528, 0.429918], [1.625102, -2.871108, 0.282318], [1.675552, -4.009968, 1.668688], [2.845392, -5.669698, 0.231008], [3.535622, -4.109588, 0.146548], [2.692712, -2.309908, -1.683442], [2.923832, -3.283288, -3.223602], [4.061892, -3.282318, -1.798042], [4.347282, -5.606258, -1.998102], [3.239672, -5.562628, -3.424582], [3.032352, -6.627248, -2.041982], [0.898292, -4.064068, -3.644942], [-5.765108, -2.879458, -1.817522], [-5.484248, -2.555468, -3.288582], [-5.094828, -3.907168, -4.085912], [-6.720178, -1.900378, -3.934872], [-6.959538, -0.394168, -3.638672], [-5.707438, 0.408662, -4.017572], [-4.389298, -0.228888, -3.323612], [-3.183478, 0.465402, -4.016332], [-4.451278, 0.184082, -1.829942], [-4.302068, -1.654898, -3.490742], [-3.151968, -2.167238, -2.899502], [-6.273408, -2.206218, -1.127252], [-6.305798, -3.825828, -1.806042], [-4.814958, -3.021138, -1.302502], [-4.358578, -4.475488, -3.517522], [-6.019298, -4.467008, -4.227432], [-4.777988, -3.699818, -5.108022], [-6.803548, -2.036548, -5.013112], [-7.601248, -2.438118, -3.584672], [-7.807768, -0.085048, -4.249462], [-7.135978, -0.246118, -2.573282], [-5.853808, 1.408032, -3.607782], [-5.607578, 0.419022, -5.102942], [-2.239458, 0.114972, -3.599022], [-3.167958, 1.552142, -3.933622], [-3.221998, 0.192052, -5.070802], [-4.042848, 1.194512, -1.812532], [-3.710758, -0.294928, -1.189412], [-5.469688, 0.097112, -1.451292], [-3.336168, -2.150488, -1.957492], [-0.068218, 0.407892, -6.254742], [1.083522, -0.309508, -5.373022], [0.622602, -0.436898, -3.816212], [1.164172, -1.807118, -5.927962], [1.864732, -1.944498, -7.256582], [3.264202, -1.342908, -7.033572], [3.265752, 0.149822, -6.706182], [4.748482, 0.415092, -6.132682], [2.932632, 1.049592, -7.935202], [2.406272, 0.321132, -5.491932], [2.305202, 1.630582, -5.060162], [-0.225638, 1.418102, -5.876842], [-0.006418, 0.387582, -7.342802], [-1.039168, -0.060838, -6.094592], [0.068802, 0.454082, -3.520292], [-0.073558, -1.260938, -3.659922], [1.554782, -0.556308, -3.264052], [1.487102, -2.554928, -5.203672], [0.134652, -2.101218, -6.132122], [2.030382, -3.010658, -7.411362], [1.363942, -1.533488, -8.133152], [3.816592, -1.555628, -7.948842], [3.775612, -1.971348, -6.304432], [5.393522, 0.518492, -7.005232], [5.267372, -0.381938, -5.600142], [4.895072, 1.199582, -5.390272], [2.967812, 2.085952, -7.599342], [1.940412, 0.803522, -8.313432], [3.591762, 1.121252, -8.800372], [3.074962, 1.643222, -4.486662], [3.233572, -0.231598, 1.366428], [3.117082, 0.273172, 2.890738], [2.462202, 1.681582, 2.834218], [2.092092, -0.609748, 3.761238], [2.704592, -1.739898, 4.586908], [3.961002, -1.304868, 5.304768], [5.050842, -0.697398, 4.366098], [6.181662, -0.110778, 5.216728], [5.631352, -1.738928, 3.401388], [4.409462, 0.413372, 3.655508], [5.287302, 1.274932, 3.064048], [3.281412, -1.320158, 1.395348], [4.035142, 0.375242, 0.945318], [2.262522, -0.064568, 0.900298], [3.110882, 2.458112, 2.428868], [2.443142, 2.084672, 3.846768], [1.494842, 1.614892, 2.336348], [1.558382, -0.008548, 4.497318], [1.520042, -1.123318, 2.988508], [2.829762, -2.625208, 3.963468], [2.022852, -2.004758, 5.395098], [4.339442, -2.188378, 5.818878], [3.643482, -0.602008, 6.074998], [7.013892, 0.318982, 4.659228], [5.821752, 0.786302, 5.720528], [6.539772, -0.757578, 6.017668], [4.897342, -2.267488, 2.793148], [6.435312, -1.348358, 2.777518], [6.148962, -2.500268, 3.984938], [5.173872, 2.066192, 3.595688], [0.765762, 6.054642, 7.155918], [-0.310348, 6.157522, 6.099768], [-1.664128, 6.272342, 6.738678], [-0.124698, 7.507352, 5.279088], [-1.073918, 7.622402, 3.957438], [-0.604468, 6.422542, 3.077398], [-0.724218, 5.049492, 3.775458], [-2.192748, 4.823032, 3.755998], [-0.015808, 4.028612, 2.865698], [-0.157558, 5.030392, 5.166028], [-0.304348, 3.806372, 5.681028], [0.599282, 6.916922, 7.801568], [0.642462, 5.165202, 7.773808], [1.751312, 6.138552, 6.697938], [-2.190648, 5.354952, 7.001848], [-1.690988, 6.725972, 7.729428], [-2.336738, 6.908362, 6.163188], [-0.031828, 8.432492, 5.847928], [0.871042, 7.375312, 4.855818], [-2.145078, 7.604332, 4.158398], [-0.935168, 8.600202, 3.496178], [0.320152, 6.660702, 2.551618], [-1.316208, 6.414642, 2.251888], [-2.786818, 5.623782, 4.196428], [-2.533828, 3.969212, 4.341458], [-2.687068, 4.653452, 2.799438], [1.072112, 4.093162, 2.884428], [-0.313818, 4.148232, 1.824078], [-0.232438, 2.997152, 3.143658], [-1.242258, 3.607192, 5.728598], [1.886882, 2.149682, -1.691042], [0.913222, 2.987902, -1.682942], [0.984472, 3.904362, -2.587122], [0.064242, 2.989422, -0.807862], [1.917642, 1.556352, -0.874282], [2.713882, 2.407192, -2.210522], [0.420572, 4.728772, -2.437272], [1.844492, 3.978292, -3.111532], [-1.084018, 0.241292, -0.594332], [-1.099318, -0.015988, 0.614558], [-0.469788, 0.938892, 1.237298], [-1.603298, -0.935288, 1.170268], [-0.632678, 1.089192, -0.906522], [-1.411938, -0.380748, -1.319332], [-0.515008, 0.981062, 2.245408], [0.018862, 1.616612, 0.669838], [-2.919588, -3.448938, 2.427648], [-1.802358, -2.929508, 3.401288], [-1.850778, -3.700368, 4.566268], [-2.763838, -4.509048, 2.227608], [-2.924988, -2.887418, 1.493428], [-3.901848, -3.403768, 2.897998], [-1.943608, -1.872618, 3.627408], [-0.787678, -3.065268, 3.026998], [-2.730008, -3.463428, 4.870278], [-3.005878, 0.886212, 4.822668], [-2.527678, 1.377012, 6.149148], [-2.977908, 2.650212, 6.427678], [-2.543068, -0.077158, 4.608608], [-2.617878, 1.514332, 4.020788], [-4.092388, 0.799202, 4.827208], [-1.450468, 1.425012, 5.989788], [-2.765778, 0.838592, 7.066478], [-3.776908, 2.593902, 6.956848]], "forces_ev_per_a": [[0.5, 0.4, 0.2], [-1.8, 0.8, 0.0], [0.7, -1.1, -1.0], [1.0, 0.0, 1.4], [1.3, -1.1, -1.3], [-0.8, 0.7, -0.9], [0.0, -0.5, 0.5], [-0.2, -0.2, 0.3], [-0.1, -1.1, 0.3], [1.8, -1.5, 2.6], [-0.1, 1.0, -0.1], [0.2, 0.0, 0.0], [0.5, -0.1, -0.3], [0.1, 0.6, 0.1], [0.0, 0.4, 0.8], [-0.6, -0.4, 0.2], [0.2, -0.1, 0.0], [-0.3, -0.1, -0.2], [-0.3, -0.2, -0.1], [-0.4, 0.3, 0.4], [-0.7, 0.3, 0.2], [-0.7, -0.2, 0.0], [0.2, 0.1, -0.2], [-0.7, -0.1, -0.2], [0.4, 0.8, -0.1], [0.3, -0.1, -0.7], [0.1, 0.7, -0.2], [0.2, 0.1, 0.1], [-0.6, -0.1, -0.1], [-0.2, 0.4, -1.4], [0.5, -0.7, 0.3], [0.8, 0.3, -1.3], [-1.2, 1.3, 0.9], [-0.7, 0.3, 0.1], [1.2, -1.0, -0.3], [0.4, -1.5, 1.0], [-0.9, 2.1, 0.2], [-0.2, -0.8, 0.1], [0.7, 0.5, -0.6], [-1.1, -0.5, -1.7], [0.1, 0.0, -0.2], [-0.4, 0.6, -0.7], [0.0, -0.1, 0.3], [0.1, -0.5, 0.1], [0.0, 0.0, -0.2], [0.0, -0.3, 0.4], [0.4, 0.4, 0.3], [0.7, 0.0, -0.2], [0.0, -0.2, 0.3], [-0.1, 0.2, 0.3], [-0.4, 0.0, -0.1], [0.4, 0.2, -0.3], [0.2, 0.1, 0.0], [0.0, -0.1, -0.1], [-0.4, 0.0, 0.1], [0.2, 0.0, -0.1], [-0.7, 0.4, 0.3], [-0.3, -0.6, 0.1], [0.3, 0.2, 0.3], [0.3, -0.1, 0.7], [0.1, -0.3, 1.4], [-1.6, -1.5, -0.9], [0.6, 0.8, -2.3], [-1.7, 1.2, -0.2], [1.6, -0.1, 1.0], [-0.5, -0.7, -1.4], [1.8, -0.4, 1.5], [-0.1, -0.2, -1.0], [-0.2, 0.4, 0.9], [-0.8, -2.2, -0.6], [0.4, 1.2, 0.2], [0.3, 0.2, -0.3], [0.8, 0.1, 0.1], [0.1, -0.4, 0.5], [0.4, 0.2, 0.1], [0.3, 0.0, -0.4], [-0.2, -0.1, 0.3], [0.6, 0.3, 0.1], [-0.4, 0.1, 0.4], [-0.2, -0.1, -0.4], [-0.2, 0.1, 0.2], [0.4, 0.6, -0.2], [-0.1, 0.4, 0.5], [0.2, 0.7, 0.0], [-0.9, -0.9, 0.0], [-0.4, 0.8, -0.6], [-0.6, 0.1, 0.2], [0.0, 0.2, 0.1], [0.5, -1.0, 0.2], [0.0, 0.6, 0.3], [-0.6, 0.2, 2.5], [-0.3, 0.2, 0.5], [1.2, -0.2, 0.7], [1.6, -0.3, -0.9], [0.1, 0.2, -0.1], [0.5, -0.3, -0.6], [-0.2, -0.1, -0.2], [-0.1, 1.0, 0.4], [0.5, -0.6, 0.5], [-2.8, -0.9, 0.8], [1.0, 0.8, -1.0], [0.9, 0.0, -0.4], [0.1, -0.6, -0.4], [0.0, 0.5, -0.2], [0.0, -0.3, -1.1], [-0.9, -0.4, 0.4], [0.3, 0.3, 0.3], [-0.4, 0.4, -0.7], [-1.0, 0.5, 0.3], [0.3, -0.1, 0.1], [-0.4, -0.2, -0.3], [0.4, 0.1, 0.1], [0.4, 0.4, 0.0], [0.1, -0.7, -0.3], [-0.5, 0.0, 0.3], [0.0, -0.3, -0.3], [-0.1, 0.2, 0.0], [-0.3, 0.4, -0.2], [-0.1, -0.3, 0.2], [0.3, 0.3, -0.1], [-0.2, 0.6, 0.2], [-0.6, 1.1, -0.8], [-1.8, 0.0, 1.1], [-0.1, -1.1, -1.8], [1.9, -0.8, 1.8], [-1.0, 1.5, -0.2], [0.9, 1.1, -0.6], [-2.6, -1.0, 0.9], [0.2, -0.3, 0.3], [1.0, 2.5, -3.0], [0.2, -2.0, 1.4], [0.3, 0.0, 0.2], [0.2, -0.1, -0.2], [0.0, -0.3, 0.1], [0.1, -0.5, -0.6], [0.7, 0.5, 0.1], [-0.1, -0.3, -0.2], [-0.6, -0.3, 0.5], [0.3, 0.2, -0.2], [0.1, -0.3, 0.3], [0.4, -0.1, -0.2], [0.5, -0.2, 0.6], [-0.1, -0.4, -0.2], [0.3, 0.3, 0.1], [0.3, -0.3, 0.1], [0.6, 0.0, -0.4], [0.0, 0.4, 0.2], [-0.2, 0.1, 0.0], [-0.2, 0.1, 0.2], [-0.7, -0.1, 0.4], [3.1, -3.1, 0.2], [-1.3, 1.0, 2.1], [0.0, 3.2, -3.0], [-1.7, -0.5, 1.0], [0.6, -0.1, -0.3], [0.0, -0.7, 0.4], [0.1, -0.2, -0.3], [-0.5, 0.3, -0.2], [-0.3, 0.7, -9.7], [0.2, -0.1, 4.1], [2.1, 2.6, 3.3], [-2.1, -3.7, 1.7], [-0.4, 0.0, -0.3], [0.0, 0.0, 0.3], [0.2, 0.1, -0.4], [-0.2, 0.6, 0.7], [1.0, 0.3, 0.3], [-0.5, -0.4, -1.5], [-0.4, 0.0, 1.0], [0.2, 0.0, -0.1], [-0.1, 0.0, 0.1], [-0.1, 0.3, 0.1], [0.0, 0.1, -0.2], [-0.2, 0.1, -0.5], [-0.1, -0.5, 0.8], [-0.4, -0.9, -0.1], [1.1, -0.6, 0.0], [-0.6, 2.3, 0.1], [-0.3, -0.3, 0.1], [-0.4, 0.4, 0.1], [0.0, 0.0, -0.5], [0.3, 0.1, 0.8], [0.2, -1.1, -0.5], [0.0, 0.2, -0.1]], "lowdin_charge": [-0.01, -0.47, -0.02, -0.13, -0.15, -0.12, -0.46, -0.05, -0.06, -0.12, 0.01, 0.07, 0.08, 0.07, 0.05, 0.05, 0.07, 0.10, 0.13, 0.09, 0.10, 0.11, 0.10, 0.06, 0.07, 0.08, 0.09, 0.08, 0.09, 0.07, -0.03, -0.45, -0.01, -0.14, -0.18, -0.11, -0.48, -0.03, -0.02, -0.12, -0.03, 0.08, 0.09, 0.07, 0.07, 0.07, 0.08, 0.11, 0.11, 0.11, 0.09, 0.11, 0.11, 0.05, 0.09, 0.08, 0.08, 0.06, 0.07, 0.06, -0.02, -0.38, -0.01, -0.14, -0.18, -0.16, -0.43, -0.02, -0.02, -0.14, -0.03, 0.07, 0.06, 0.06, 0.05, 0.04, 0.07, 0.10, 0.11, 0.11, 0.11, 0.12, 0.12, 0.08, 0.07, 0.06, 0.08, 0.06, 0.08, 0.07, -0.01, -0.40, -0.06, -0.10, -0.20, -0.13, -0.50, -0.04, -0.02, -0.15, -0.02, 0.05, 0.08, 0.05, 0.08, 0.09, 0.04, 0.11, 0.10, 0.10, 0.11, 0.12, 0.12, 0.08, 0.08, 0.09, 0.06, 0.08, 0.08, 0.11, -0.04, -0.51, -0.04, -0.09, -0.14, -0.15, -0.47, -0.05, -0.02, -0.12, 0.00, 0.08, 0.09, 0.09, 0.08, 0.08, 0.07, 0.11, 0.10, 0.08, 0.10, 0.12, 0.11, 0.08, 0.06, 0.10, 0.08, 0.08, 0.06, 0.04, 0.21, -0.78, 0.20, 0.02, 0.11, 0.12, 0.13, 0.11, 0.22, -0.84, 0.18, 0.07, 0.08, 0.09, 0.10, 0.06, -0.08, -0.33, -0.08, 0.07, 0.04, 0.07, 0.07, 0.10, 0.07, -0.06, -0.34, -0.09, 0.06, 0.07, 0.08, 0.11, 0.12, 0.10]}